Entry 1:
The following is a DFT calculation (ωB97M-V/def2-TZVPD) of an isolated ion of composition C11H15BrNO2 and charge +1.

Cartesian coordinates (Å):
Br -4.155009 -0.261639 2.514132
O 0.237268 2.654749 0.255695
O 2.167351 1.685402 1.002315
N 1.160914 0.834058 -0.956103
C -1.086878 0.378978 -0.105133
C 0.385723 0.400103 0.151428
C 0.586946 -2.265037 -0.104343
C 0.894093 -0.946093 0.672956
C 0.775100 1.669840 1.076945
C -3.003109 0.138032 -1.519906
C -3.898964 -0.198767 -0.460996
C -1.670524 0.424222 -1.378410
C -3.250349 -0.020741 0.814075
C -1.916798 0.100107 0.985776
C 0.283694 -2.138620 1.372695
H 1.946035 -0.955226 0.910680
H 2.101528 1.147960 -0.548846
H -3.390336 0.196290 -2.546347
H 1.469210 0.130622 -1.622370
H -0.745154 -2.164521 1.551742
H 0.874218 -2.601315 2.181419
H -1.075640 0.590983 -2.262618
H -1.489491 0.073694 1.924945
H 1.244459 -3.006547 -0.499150
H 2.408484 2.495759 1.548666
H 0.261126 1.793615 2.004065
H -4.933059 -0.333920 -0.481356
H -0.358169 -2.268281 -0.703138
H 0.785080 1.574505 -1.516990
H -0.100678 3.522640 0.616301

Atomic forces in eV per Å
-0.19 0.07 -0.86
-0.67 2.97 -0.52
0.38 2.30 3.05
3.51 -1.13 -2.87
-0.80 -0.81 -0.56
-1.11 0.00 3.35
-1.82 0.57 0.41
1.07 -1.36 -1.35
-1.63 -0.83 -2.00
-2.61 -0.52 -0.64
4.38 2.19 1.56
1.02 -0.21 1.29
-2.55 -1.65 -0.24
1.16 1.16 -2.31
0.72 0.23 -0.23
0.33 0.56 0.09
-1.17 0.13 -0.48
-0.02 -0.23 0.50
-0.56 -0.82 -0.01
-1.41 0.18 0.50
-0.15 0.25 -0.80
-0.01 0.13 -0.18
0.62 -0.10 1.91
1.04 0.14 0.05
0.35 -1.49 -1.07
0.46 -0.78 1.23
-1.34 -0.35 -0.54
0.83 0.27 0.59
-0.59 0.83 0.09
0.75 -1.68 0.04

## Properties
Total charge: +1
E: -3207.086254 Eh
Energy above the lowest of the compared OMol25 structures with the same formula, charge and spin: 4.5 kcal per mole
F_max: 5.1 eV/Å
Highest occupied orbital energy: -12.2 eV
Gap between HOMO and LUMO: 9.275 eV



Entry 2:
The following is a DFT calculation (ωB97M-V/def2-TZVPD) of an isolated ion of composition C2H6NO2 and charge +1.

Cartesian coordinates (Å):
O 1.547688 0.356269 -0.937175
O 1.788100 -0.256947 0.336520
N -0.219101 -1.172150 -0.462693
C -0.477786 1.100035 0.532932
C 0.562304 0.068769 -0.060559
H -0.493926 1.968886 -0.101625
H 0.162279 -1.935183 -1.102420
H -0.557713 -1.527345 0.434555
H -1.066169 -0.899446 -1.017114
H -1.363093 0.685474 0.948016
H 0.117417 1.611639 1.429562

Atomic forces in eV per Å
-0.28 0.98 -1.59
1.05 -0.69 2.16
-1.49 -0.78 -1.57
4.97 0.90 2.02
-2.31 0.71 -0.55
-0.84 -0.05 -0.77
0.53 1.10 1.43
-0.08 -0.70 -0.24
0.54 0.14 0.76
-0.85 -0.27 -0.15
-1.24 -1.35 -1.49

## Properties
Total charge: +1
E: -284.624507 Eh
Energy above the lowest of the compared OMol25 structures with the same formula, charge and spin: 112.5 kcal per mole
F_max: 5.4 eV/Å
Highest occupied orbital energy: -16.1 eV
Gap between HOMO and LUMO: 11.947 eV



Entry 3:
The following is a DFT calculation (ωB97M-V/def2-TZVPD) of the molecule C5H8O2.

Cartesian coordinates (Å):
O -0.781147 -0.891583 1.973163
O -0.750434 0.760304 -0.978843
C 0.443377 -0.312840 -1.400883
C 0.576928 1.657158 -0.444192
C 0.082646 -0.408356 0.972652
C 0.183405 -1.292411 -0.284891
C -0.370152 0.937598 0.399931
H 0.279507 2.647271 -0.780527
H -1.570188 -1.235707 1.536556
H -1.106259 1.490703 0.979441
H -0.772356 -1.846502 -0.380600
H 1.053072 -0.278860 1.461287
H 0.987852 -2.031504 -0.201568
H 0.100070 -0.663610 -2.379450
H 1.643679 1.468339 -0.472075

Atomic forces in eV per Å
-0.24 -0.07 0.01
0.17 0.01 -0.36
-0.02 -0.44 -0.10
0.18 0.35 0.23
0.26 0.15 -0.12
0.07 -0.03 0.01
0.15 0.11 0.30
-0.10 -0.11 0.09
0.04 -0.03 0.09
0.04 -0.11 -0.08
0.03 0.08 0.02
-0.08 -0.03 -0.09
-0.12 0.13 -0.02
-0.03 0.08 0.16
-0.34 -0.08 -0.13

## Properties
Total charge: 0
E: -345.570531 Eh
Energy above the lowest of the compared OMol25 structures with the same formula, charge and spin: 147.1 kcal per mole
F_max: 0.5 eV/Å
Highest occupied orbital energy: -7.0 eV
Gap between HOMO and LUMO: 7.665 eV



Entry 4:
The following is a DFT calculation (ωB97M-V/def2-TZVPD) of the molecule C15H17N3O5S.

Cartesian coordinates (Å):
S 3.296062 -1.033391 1.727026
O 1.910648 2.368718 5.021166
O 0.765198 -1.492954 -2.027921
O -3.049724 -1.001217 -1.370577
O 2.605288 -0.965577 -3.206072
O -0.028962 0.479481 3.007265
N 2.626506 1.080098 3.328758
N 1.926395 1.030047 1.072954
N 1.974140 0.281882 -0.015881
C -0.773132 -1.094979 1.435887
C -0.161098 0.551373 -2.962279
C 2.820934 -1.820424 -0.960519
C -0.810184 0.216407 1.910579
C 0.300612 1.818071 3.305124
C -3.924972 -0.118456 -2.029015
C -1.623765 1.140110 1.277201
C 2.070325 -1.366050 -2.209608
C -1.527427 -1.465362 0.348221
C 2.537618 0.520274 2.085190
C -2.344418 -0.534940 -0.296640
C -0.092979 -0.966097 -3.044923
C 1.662631 1.815102 3.982501
C -2.385861 0.767180 0.179215
C 2.625997 -0.812116 0.109009
H -0.888678 0.924022 -3.678064
H -0.428642 2.262861 3.993344
H -1.687530 2.157741 1.629649
H 0.373910 2.423117 2.393396
H -0.144134 -1.810791 1.942004
H -3.388977 0.731197 -2.463930
H 3.882644 -1.925123 -1.195188
H 2.428075 -2.784244 -0.629339
H -1.497755 -2.474643 -0.028701
H -3.007948 1.513319 -0.289263
H 0.281129 -1.280885 -4.024912
H -4.385114 -0.699471 -2.826932
H 3.469514 0.901925 3.861678
H -0.445803 0.852396 -1.956982
H -1.065844 -1.418870 -2.847598
H -4.705637 0.249807 -1.355729
H 0.810959 0.980460 -3.190094

Atomic forces in eV per Å
-0.65 0.69 -0.37
-0.06 0.16 0.17
-0.15 -0.25 0.26
0.18 -0.19 0.13
0.03 0.08 -0.13
-0.11 -0.11 0.07
0.58 -0.07 0.51
0.07 1.19 1.27
-0.17 -0.66 -1.40
-0.01 0.20 0.13
0.14 -0.35 0.12
-0.04 -0.02 -0.44
-0.16 -0.04 -0.16
-0.26 0.33 0.06
-0.12 0.10 -0.09
0.29 -0.02 0.38
0.40 -0.21 0.17
-0.15 0.14 -0.11
0.54 -1.00 -0.71
0.05 0.06 0.16
-0.19 0.30 -0.46
-0.39 -0.10 -0.16
-0.20 -0.19 -0.33
0.51 -0.27 0.95
-0.11 0.06 -0.09
0.19 -0.06 -0.08
0.01 0.09 0.05
-0.05 -0.07 0.12
0.10 -0.09 0.05
-0.01 0.00 0.03
-0.14 -0.01 -0.06
0.03 0.01 -0.05
0.01 -0.15 -0.05
-0.07 0.04 -0.07
-0.09 -0.03 0.15
0.00 0.08 0.03
-0.18 0.17 -0.05
-0.06 0.07 0.06
0.14 0.02 -0.04
0.04 0.01 -0.01
0.03 0.08 -0.03

## Properties
Total charge: 0
E: -1520.437798 Eh
Energy above the lowest of the compared OMol25 structures with the same formula, charge and spin: 18.4 kcal per mole
F_max: 1.7 eV/Å
Highest occupied orbital energy: -8.2 eV
Gap between HOMO and LUMO: 8.480 eV



Entry 5:
The following is a DFT calculation (ωB97M-V/def2-TZVPD) of the molecule C2H6N2O.

Cartesian coordinates (Å):
O 0.272428 0.224215 -1.387588
N -0.356705 1.735721 0.120133
N 0.162222 -0.432611 0.830878
C 0.041318 0.475961 -0.202008
C 0.029121 -1.870047 0.401270
H 0.471385 -1.886211 -0.552290
H -1.116723 -2.164745 0.282046
H -0.619965 2.008970 1.045131
H -0.159966 2.412632 -0.558171
H 0.498872 -2.663689 1.276940
H -0.314275 -0.257924 1.754403

Atomic forces in eV per Å
0.13 -0.37 1.16
-0.26 -0.70 1.23
-1.03 -1.63 1.10
-0.11 0.14 -1.13
-1.75 -1.10 3.54
0.80 -0.66 -0.97
2.31 0.57 0.26
0.14 0.11 0.15
0.07 0.98 -0.83
-1.09 2.49 -2.78
0.79 0.17 -1.72

## Properties
Total charge: 0
E: -264.556173 Eh
Energy above the lowest of the compared OMol25 structures with the same formula, charge and spin: 19.5 kcal per mole
F_max: 4.1 eV/Å
Highest occupied orbital energy: -9.7 eV
Gap between HOMO and LUMO: 10.499 eV



Entry 6:
The following is a DFT calculation (ωB97M-V/def2-TZVPD) of a 2-piece molecular cluster, C28H23NO2S overall.

Cartesian coordinates (Å):
S 1.281401 -2.718383 -0.232019
O 0.437739 -2.478698 -1.384392
O 2.193139 -3.841890 -0.232509
N 7.051737 1.513484 -3.402453
C -3.712524 0.585578 1.272534
C 0.538452 -3.981197 2.105420
C -2.344499 1.216279 -0.659846
C 3.495756 -1.269926 -1.675271
C 1.593666 4.833995 -0.327229
C 4.722728 1.076241 -0.772160
C -2.646367 1.289751 0.732687
C 0.135470 -3.118809 1.088687
C 0.511578 3.382784 -1.925359
C -0.382892 2.876296 -0.929173
C -5.665756 -1.006223 1.064411
C 3.706681 0.513734 -0.015896
C -0.353893 -4.280976 3.133999
C 1.472504 4.335112 -1.635454
C 5.135253 0.476115 -1.977897
C 2.019968 -1.260818 0.309105
C -2.043750 -2.888008 2.082152
C -1.320250 1.901957 -1.355098
C 0.729113 4.366041 0.670262
C -4.222608 -0.361390 -0.883209
C -4.517220 -0.245068 0.483789
C -0.249416 3.421212 0.380965
C 4.507181 -0.701247 -2.416414
C 3.048931 -0.688414 -0.443205
C -1.640492 -3.734133 3.121508
C 6.189396 1.050180 -2.759421
C -1.152148 -2.584410 1.053778
C -3.176436 0.345601 -1.439286
H -6.613564 -0.728684 0.585813
H -5.549038 -2.087491 0.914352
H 4.812904 -1.179505 -3.350099
H 1.708215 -0.891515 1.283906
H 3.367184 0.949850 0.927643
H -0.026795 -4.937087 3.940767
H -0.919885 3.114214 1.171494
H 2.133744 4.698081 -2.424467
H 5.219564 1.991813 -0.438815
H -1.436634 -1.932220 0.230706
H 2.350028 5.581359 -0.092215
H -5.758225 -0.817836 2.137504
H -1.284687 1.678446 -2.423261
H -2.956319 0.254410 -2.503936
H 0.815870 4.746003 1.690442
H -2.335078 -3.963750 3.926268
H -3.938035 0.671071 2.338521
H 3.049932 -2.184353 -2.063144
H -4.837141 -1.024039 -1.496754
H -3.043562 -2.452229 2.062504
H -2.044111 1.896565 1.396158
H 0.401795 2.992517 -2.936797
H 1.541392 -4.400390 2.090404

Atomic forces in eV per Å
-0.97 -0.42 1.20
0.31 -0.02 -0.45
0.28 0.17 -0.57
-1.61 -0.83 1.19
0.18 0.14 0.00
-0.17 0.21 0.08
-0.73 -0.65 0.22
0.21 0.13 -0.28
-0.22 -0.34 -0.34
-0.21 -0.04 0.25
-0.12 -0.10 -0.19
-0.09 0.22 0.09
-0.26 -0.24 0.20
0.61 0.60 -0.04
-0.22 -0.14 0.24
-0.03 -0.18 -0.29
-0.08 0.11 -0.15
0.05 0.14 0.22
0.08 0.16 0.03
-0.03 0.07 0.01
0.26 -0.10 -0.02
0.01 0.11 0.22
-0.22 -0.17 -0.05
0.06 0.04 -0.01
0.18 0.04 -0.33
0.28 0.11 -0.13
-0.27 -0.18 0.15
0.24 0.11 -0.21
0.06 0.08 -0.11
1.47 0.84 -1.02
0.12 -0.02 0.29
0.29 0.24 0.07
0.20 0.02 0.06
0.06 0.20 0.01
-0.01 0.24 0.31
0.06 -0.13 -0.27
0.28 0.03 -0.33
-0.21 0.15 -0.18
0.29 0.19 -0.13
-0.20 -0.14 0.27
-0.18 -0.33 -0.09
0.05 -0.12 0.12
-0.18 -0.20 -0.06
-0.02 -0.06 -0.15
0.09 -0.02 0.24
-0.09 -0.04 0.26
-0.04 -0.09 -0.35
0.12 0.01 -0.12
0.16 0.00 -0.32
0.02 0.23 0.24
0.24 0.23 0.10
0.21 -0.19 0.09
-0.25 -0.29 -0.10
0.16 0.12 0.19
-0.19 0.10 -0.05

## Properties
Total charge: 0
E: -1684.042861 Eh
Energy above the lowest of the compared OMol25 structures with the same formula, charge and spin: 1.1 kcal per mole
F_max: 2.2 eV/Å
Highest occupied orbital energy: -5.9 eV
Gap between HOMO and LUMO: 2.507 eV